[1]
# C38H35Cl2InN7O7P

C38H35Cl2InN7O7P as an isolated structure (ωB97M-V/def2-TZVPD, the Open Molecules 2025 dataset).

The calculation puts the HOMO energy at -7.47 eV. As for the orbital gap: 6.17 eV. Its LUMO energy is -1.30 eV. For the energy, the calculation gives -104249.2204 eV. The value obtained for the energy above the lowest of the compared OMol25 structures with the same formula, charge and spin is 26.4 kJ/mol. Its multiplicity is 1.

Structure (XYZ):
```
91
C38H35Cl2InN7O7P, DFT ωB97M-V/def2-TZVPD
In -0.38751 0.17125 0.03506
Cl -5.76629 -4.06822 0.44039
C -4.77222 -2.67259 0.71622
C -3.87597 -2.29629 -0.27786
C -3.04171 -1.21447 -0.07554
N -2.05706 -0.77150 -0.98428
C -2.25499 -0.73074 -2.29924
O -3.16909 -1.20429 -2.96710
C -1.16365 0.03970 -3.03580
C -1.07784 -0.08772 -4.41528
C -0.05792 0.55866 -5.08634
C 0.84316 1.32427 -4.35837
C 0.67405 1.41406 -2.99101
N -0.31211 0.79643 -2.33522
C -3.12092 -0.47601 1.12793
C -4.03956 -0.84121 2.09937
C -4.85397 -1.94930 1.89473
Cl -5.94857 -2.41018 3.15873
N -2.21982 0.58251 1.20429
C -2.41162 1.70327 1.88228
O -3.25507 1.99478 2.72501
C -1.45644 2.80060 1.40868
C -1.59919 4.08017 1.92321
C -0.84743 5.10895 1.38556
C 0.02267 4.83248 0.34073
C 0.12471 3.52688 -0.09700
N -0.58647 2.52578 0.42479
H -3.82946 -2.85269 -1.20063
H -1.81633 -0.70045 -4.91205
H 0.04221 0.46429 -6.16002
H 1.66085 1.84531 -4.83679
H 1.36477 1.99185 -2.39005
H -4.11705 -0.26705 3.01012
H -2.32162 4.22506 2.71362
H -0.94993 6.11900 1.76223
H 0.61734 5.60550 -0.12589
H 0.80836 3.26842 -0.89275
O 3.56388 6.40843 3.23706
C 4.35449 5.74000 2.36730
O 5.43085 6.17425 2.07515
C 3.79922 4.47029 1.79780
C 2.84503 3.69812 2.45560
C 2.34626 2.54515 1.87649
C 2.81599 2.15318 0.62761
C 3.79061 2.90203 -0.02357
C 4.28216 4.05614 0.56344
N 2.24264 1.01623 -0.01011
C 3.02249 0.08409 -0.36324
C 2.53377 -1.12263 -1.06237
C 3.45024 -2.02216 -1.57587
C 2.98387 -3.11206 -2.30121
C 1.62347 -3.25579 -2.47483
C 0.77165 -2.32147 -1.89824
N 1.21131 -1.27600 -1.20787
H 2.70834 5.97049 3.31364
H 2.49185 3.96795 3.44487
H 1.62467 1.93334 2.39752
H 4.13763 2.59691 -1.00377
H 5.04205 4.65021 0.07373
H 4.09368 0.12052 -0.15081
H 4.50841 -1.86455 -1.41276
H 3.67650 -3.83151 -2.71771
H 1.20651 -4.08949 -3.02199
H -0.30298 -2.43823 -1.96407
N 1.16834 -0.67884 2.88932
C 0.63748 -0.38013 1.90678
C -2.23257 -4.22390 4.27670
C -1.52789 -3.26603 3.34980
O -0.90217 -4.03628 2.29631
P -0.54040 -3.28628 0.90638
O 0.96694 -3.90565 0.68127
C 1.98262 -3.75578 1.68104
C 3.00344 -4.85134 1.48256
O -1.27744 -4.16319 -0.22949
C -1.18479 -5.59131 -0.38293
C -2.25300 -6.29989 0.42361
H -2.71739 -3.67109 5.08257
H -1.52637 -4.92995 4.71543
H -2.99829 -4.78342 3.73792
H -0.75569 -2.69166 3.86528
H -2.23702 -2.56224 2.91182
H 1.53532 -3.81344 2.67487
H 2.43770 -2.76674 1.58799
H 2.54684 -5.83229 1.61874
H 3.81709 -4.74488 2.20210
H 3.42382 -4.80671 0.47585
H -0.18169 -5.91933 -0.10675
H -1.32726 -5.77540 -1.44870
H -2.06985 -6.19562 1.49160
H -2.26072 -7.36240 0.17074
H -3.23592 -5.88330 0.19848
```

Need the Löwdin charges? In units of e they are: 0.763 0.664 -0.673 -0.046 -0.229 0.030 -0.484 0.054 -0.180 0.016 -0.036 -0.042 -0.126 0.070 -0.215 -0.047 -0.688 0.663 0.024 -0.468 0.048 -0.152 0.018 -0.037 -0.045 -0.131 0.072 0.113 0.124 0.114 0.108 0.089 0.111 0.123 0.113 0.112 0.089 0.121 -0.479 0.130 -0.135 -0.005 -0.010 -0.273 -0.010 0.003 0.082 -0.064 -0.243 0.001 -0.033 -0.012 -0.117 0.083 0.093 0.125 0.092 0.117 0.126 0.146 0.121 0.117 0.121 0.106 0.044 -0.310 -0.069 -0.280 -0.297 0.854 -0.318 -0.302 -0.069 -0.313 -0.264 -0.067 0.081 0.077 0.076 0.106 0.087 0.108 0.089 0.080 0.079 0.065 0.106 0.114 0.065 0.078 0.059



[2]
# C41H37EuF5P2S

C41H37EuF5P2S as an isolated structure at a distorted geometry (ωB97M-V/def2-TZVPD, the Open Molecules 2025 dataset).

The calculation puts the HOMO energy (spin up / spin down) at -7.25 / -7.27 eV. As for the orbital gap (spin up / spin down): 6.69 / 6.77 eV. Its LUMO energy (spin up / spin down) is -0.56 / -0.51 eV. For the energy, the calculation gives -105440.2394 eV. Its multiplicity is 8.

Structure (XYZ):
```
87
C41H37EuF5P2S, DFT ωB97M-V/def2-TZVPD
Eu 1.30981 -1.43980 -2.88916
C -2.96452 0.50017 0.56247
C -3.17968 0.33103 -0.74243
C -3.60311 1.30750 -1.76996
C -2.35412 1.91000 -2.50157
C -1.47462 2.78190 -1.65082
C -1.65367 3.27251 -0.39684
C -2.78384 3.10844 0.60511
C -3.00645 1.73823 1.36552
C 3.42268 -0.43530 -2.28666
H -2.57035 -0.35099 1.11644
H -2.75508 -0.60854 -1.20048
H -4.20728 2.05181 -1.21352
H -4.23763 0.84115 -2.57073
H -1.73804 1.14172 -3.00827
H -2.71426 2.56155 -3.30461
H -0.56834 3.12116 -2.18379
H -0.95568 4.07536 -0.07670
H -3.71708 3.38254 0.07212
H -2.63514 3.88744 1.38860
H -2.18739 1.59472 2.07945
H -3.91567 1.88408 1.97765
H 3.58571 -0.95863 -1.27309
H 3.37479 0.68552 -2.08902
H 4.23419 -0.65092 -3.02559
P 0.10773 -2.31787 -8.02093
P 2.14566 0.30307 -8.52284
C -0.45206 -0.75363 -8.76738
C 0.40265 0.27733 -8.98657
C -0.57401 -3.47296 -9.35406
C -1.72371 -3.17999 -10.10553
C -2.04772 -3.93675 -11.25907
C -1.34246 -5.10769 -11.56187
C -0.26896 -5.46455 -10.74101
C 0.13490 -4.64055 -9.68331
C -0.99901 -2.44620 -6.58409
C -0.76226 -1.59701 -5.46935
C -1.58382 -1.69358 -4.35676
C -2.69100 -2.56340 -4.38037
C -2.91511 -3.41834 -5.47046
C -2.03240 -3.38649 -6.55662
C 2.69207 0.89718 -10.25106
C 2.46558 0.08229 -11.38106
C 2.91067 0.46700 -12.65215
C 3.57987 1.68298 -12.85422
C 3.75368 2.51865 -11.74379
C 3.35486 2.11066 -10.46339
C 2.28913 1.90010 -7.62105
C 3.46362 2.12317 -6.86544
C 3.56778 3.28072 -6.09661
C 2.52770 4.21469 -6.07782
C 1.40433 4.04546 -6.89968
C 1.28422 2.87307 -7.66371
H -1.50440 -0.65377 -9.07403
H 0.06299 1.16307 -9.53776
H -2.36162 -2.34992 -9.78100
H -2.85800 -3.62842 -11.92622
H -1.62492 -5.73065 -12.42395
H 0.26011 -6.39118 -10.94034
H 1.00083 -4.90125 -9.08389
H 0.06540 -0.87294 -5.49821
H -1.39642 -1.06253 -3.45922
H -3.36766 -2.59986 -3.52583
H -3.76098 -4.11689 -5.48236
H -2.16239 -4.08525 -7.39309
H 1.94965 -0.87117 -11.25282
H 2.74565 -0.18875 -13.50632
H 3.95818 1.97006 -13.84153
H 4.21282 3.49422 -11.88054
H 3.57293 2.75099 -9.60800
H 4.27721 1.39851 -6.89991
H 4.48671 3.46654 -5.53693
H 2.60567 5.11455 -5.46119
H 0.63851 4.82005 -6.97649
H 0.40776 2.73921 -8.29985
F -0.35959 -2.39581 4.27415
C -0.24064 -1.76060 3.09008
C -0.17596 -0.36720 3.04666
F -0.29443 0.27069 4.24173
C 0.01083 0.29260 1.82251
F 0.41424 1.60530 1.82844
C -0.05918 -0.44661 0.57934
S -0.13469 0.25936 -1.03560
C -0.06588 -1.85445 0.69930
F 0.24568 -2.62960 -0.41577
C -0.08344 -2.51114 1.93344
F 0.23960 -3.82408 2.05162
```

Need the Löwdin charges? In units of e they are: 1.364 -0.154 -0.180 -0.184 -0.231 -0.211 -0.121 -0.182 -0.168 -0.452 0.092 0.091 0.104 0.117 0.057 0.107 0.100 0.102 0.096 0.108 0.088 0.117 -0.052 -0.053 -0.082 1.009 1.009 -0.331 -0.376 -0.380 -0.101 -0.076 -0.088 -0.089 -0.108 -0.394 -0.161 -0.151 -0.070 -0.065 -0.086 -0.350 -0.107 -0.093 -0.090 -0.086 -0.094 -0.425 -0.114 -0.086 -0.085 -0.075 -0.097 0.069 0.075 0.094 0.103 0.110 0.101 0.094 0.082 0.040 0.108 0.112 0.105 0.098 0.100 0.104 0.100 0.095 0.102 0.107 0.105 0.105 0.090 0.106 -0.142 -0.127 0.097 -0.197 0.066 -0.512 0.598 -0.211 -0.047 -0.135 0.096



[3]
# C6H16N

An isolated ion of composition C6H16N and charge +1 at a distorted geometry (ωB97M-V/def2-TZVPD, the Open Molecules 2025 dataset).

The calculation puts the HOMO energy at -13.45 eV. As for the orbital gap: 9.73 eV. As for the net charge: +1. Its LUMO energy is -3.72 eV. For the energy, the calculation gives -7964.3132 eV. The SMILES is CCCCCC[NH3+]. The value obtained for the energy above the lowest of the compared OMol25 structures with the same formula, charge and spin is 108.0 kJ/mol. Its multiplicity is 1.

Structure (XYZ):
```
23
C6H16N, DFT ωB97M-V/def2-TZVPD
C 2.38963 1.08705 -1.84989
C 1.35508 0.04218 -2.20085
C 0.04629 0.00457 -1.33865
C 0.35148 0.61066 0.06030
C -0.63684 0.24724 1.20155
C -1.31373 -1.06827 1.24777
N -2.18597 -1.10208 2.57100
H 3.23245 1.19605 -2.52273
H 1.82654 2.02976 -2.04550
H 2.77556 1.16959 -0.86107
H 1.79689 -0.91081 -1.88957
H 1.05112 -0.01985 -3.24340
H -0.72312 0.56754 -1.90498
H -0.33143 -0.99992 -1.15032
H 1.31529 0.21165 0.39139
H 0.33074 1.71536 0.01246
H -0.04947 0.42052 2.12892
H -1.38167 1.04268 1.18602
H -0.63627 -1.95916 1.27100
H -2.06077 -1.25542 0.46423
H -2.92159 -1.81904 2.57119
H -1.56795 -1.01796 3.37751
H -2.66229 -0.19233 2.52362
```

Need the natural (NBO) charges? In units of e they are: -0.625 -0.393 -0.393 -0.382 -0.457 -0.195 -0.690 0.237 0.197 0.211 0.191 0.225 0.209 0.184 0.210 0.235 0.220 0.211 0.238 0.231 0.455 0.447 0.436



[4]
# C18H12Cl2N2O2S

An isolated molecule of C18H12Cl2N2O2S at a distorted geometry (ωB97M-V/def2-TZVPD, the Open Molecules 2025 dataset).

The calculation puts the HOMO energy at -8.31 eV. As for the orbital gap: 8.32 eV. Its LUMO energy is 0.02 eV. For the energy, the calculation gives -61816.1169 eV. The SMILES is Cc1c(Sc2ccc(Cl)cc2)c2cc(Cl)c(C#N)cc2n1CC(=O)O. The value obtained for the energy above the lowest of the compared OMol25 structures with the same formula, charge and spin is 22.2 kJ/mol. Its multiplicity is 1.

Structure (XYZ):
```
37
C18H12Cl2N2O2S, DFT ωB97M-V/def2-TZVPD
C -2.16406 -1.81078 1.85356
C -1.38531 -0.73203 1.11395
C -0.86091 -0.86944 -0.12533
S -0.82357 -2.41243 -1.03594
C 0.89710 -2.45220 -1.40197
C 1.32401 -2.62973 -2.71927
C 2.70870 -2.51922 -3.02934
C 3.66338 -2.24098 -2.06674
Cl 5.36263 -2.14222 -2.54486
C 3.22997 -2.08704 -0.73221
C 1.89030 -2.17616 -0.43120
C -0.29976 0.42583 -0.51651
C 0.32235 0.86203 -1.70065
C 0.69224 2.22007 -1.82154
Cl 1.29910 2.75260 -3.37382
C 0.51616 3.12218 -0.74208
C 0.79021 4.48805 -1.00317
N 1.02122 5.57436 -1.40862
C -0.09924 2.65236 0.43860
C -0.49369 1.29982 0.54468
N -1.10632 0.58752 1.57443
C -1.49298 1.20456 2.88328
C -2.93407 1.63153 2.80212
O -3.17547 2.75812 2.39226
O -3.90870 0.81972 3.20244
H -1.51780 -2.30672 2.54527
H -2.51002 -2.53774 1.13309
H -3.04505 -1.40698 2.36257
H 0.59629 -2.80511 -3.50191
H 2.99390 -2.70901 -4.05609
H 3.92087 -1.93343 0.10424
H 1.57656 -1.99174 0.62547
H 0.34501 0.21231 -2.56455
H -0.30881 3.31011 1.27310
H -0.83808 2.03407 3.13793
H -1.46405 0.47636 3.72099
H -4.72209 1.33137 3.06782
```

Need the natural (NBO) charges? In units of e they are: -0.660 0.216 -0.253 0.293 -0.190 -0.207 -0.226 -0.021 0.002 -0.226 -0.204 -0.078 -0.208 0.014 0.029 -0.222 0.273 -0.285 -0.175 0.203 -0.376 -0.303 0.762 -0.589 -0.667 0.230 0.246 0.238 0.229 0.231 0.234 0.226 0.242 0.234 0.250 0.227 0.510